(1)
A structure of composition C11H11OS7Tc. Source: the Open Molecules 2025 dataset; level of theory: ωB97M-V/def2-TZVPD.

Results
- charge = +1
- Kohn-Sham gap (alpha / beta) (Ha) = 0.190 / 0.203
- spin multiplicity = 2
- M (g/mol) = 481.7

Geometry (Å):
Tc  0.90  -0.23  -0.92
S  -0.64  -1.77  -0.60
C  -1.91  -1.04  -1.57
C  -2.94  -1.82  -2.11
C  -3.98  -1.21  -2.78
C  -4.00  0.17  -2.94
C  -2.99  0.96  -2.43
C  -1.93  0.35  -1.74
S  -0.64  1.32  -1.03
H  -2.93  -2.90  -1.97
H  -4.78  -1.81  -3.19
H  -4.83  0.63  -3.47
H  -3.00  2.03  -2.55
C  2.90  1.24  -2.94
O  2.61  0.03  -2.19
H  3.72  1.05  -3.62
H  3.14  2.05  -2.25
H  2.00  1.47  -3.51
H  3.44  -0.34  -1.85
C  3.62  0.27  4.20
S  2.71  -1.26  3.84
C  1.10  -0.63  3.56
C  0.66  -0.04  2.42
S  1.75  0.13  1.05
S  -1.00  0.50  2.39
C  -1.43  -0.10  3.99
S  -2.93  0.06  4.60
S  -0.08  -0.80  4.83
H  4.67  0.05  4.00
H  3.49  0.56  5.23
H  3.29  1.07  3.53



(2)
A structure of composition C11H12AgNO5S3. Source: the Open Molecules 2025 dataset; level of theory: ωB97M-V/def2-TZVPD.

Results
- charge = -2
- Kohn-Sham gap (Ha) = 0.240
- M (g/mol) = 442.3

Geometry (Å):
Ag  -0.03  -0.43  2.31
C  0.66  -2.72  -3.37
C  0.63  -1.48  -2.50
C  1.74  -0.67  -2.38
C  1.73  0.45  -1.55
C  0.58  0.76  -0.84
C  -0.55  -0.04  -0.96
C  -0.52  -1.15  -1.78
S  0.59  2.10  0.35
O  1.53  3.07  -0.20
O  -0.79  2.52  0.44
N  1.06  1.48  1.71
C  2.50  1.30  1.89
C  3.03  -0.15  1.83
O  4.27  -0.26  1.73
O  2.20  -1.10  1.93
H  1.57  -2.76  -3.95
H  -0.19  -2.74  -4.06
H  0.61  -3.62  -2.76
H  2.65  -0.92  -2.92
H  2.60  1.07  -1.44
H  -1.43  0.20  -0.38
H  -1.40  -1.78  -1.86
H  2.76  1.66  2.89
H  3.08  1.90  1.19
C  -3.78  1.38  1.31
O  -2.86  0.41  1.79
C  -3.29  -0.69  2.42
S  -4.92  -1.01  2.62
S  -2.02  -1.69  2.96
H  -3.15  2.15  0.87
H  -4.38  1.77  2.13
H  -4.45  0.94  0.57



(3)
A structure of composition C11H12AlF15IO3S. Source: the Open Molecules 2025 dataset; level of theory: ωB97M-V/def2-TZVPD.

Results
- charge = -1
- Kohn-Sham gap (Ha) = 0.292
- M (g/mol) = 663.1

Geometry (Å):
O  2.56  2.25  3.30
S  3.68  1.62  2.62
O  4.69  0.92  3.41
Al  2.94  0.16  0.87
C  1.28  0.91  0.03
C  0.37  1.88  0.82
C  -0.60  1.10  1.69
I  -2.17  2.33  2.48
C  4.69  3.20  2.14
F  4.51  4.07  3.13
F  6.01  2.91  2.08
C  4.31  3.91  0.81
F  3.06  3.54  0.46
F  4.31  5.25  0.97
C  5.24  3.63  -0.40
F  6.40  4.29  -0.27
F  5.49  2.33  -0.53
F  4.63  4.06  -1.52
H  2.65  -1.16  1.72
H  4.15  -0.03  -0.16
H  0.69  0.00  -0.20
H  1.51  1.35  -0.95
H  0.96  2.53  1.48
H  -0.18  2.55  0.15
H  -0.12  0.67  2.56
H  -1.12  0.32  1.13
C  -5.12  -2.65  -2.12
C  -4.63  -1.57  -1.16
C  -3.28  -0.90  -1.48
F  -2.29  -1.82  -1.44
F  -3.04  0.05  -0.56
F  -4.64  -2.02  0.11
F  -5.55  -0.55  -1.26
O  -4.89  -3.98  -1.70
C  -3.79  -4.68  -2.10
C  -3.02  -5.24  -0.90
F  -2.61  -4.23  -0.10
F  -1.94  -5.91  -1.35
F  -2.99  -3.96  -2.91
F  -4.22  -5.76  -2.81
H  -6.21  -2.55  -2.12
H  -4.76  -2.47  -3.13
H  -3.31  -0.45  -2.47
H  -3.66  -5.92  -0.33



(4)
A cluster of 2 separate species, C11H12BBr2O11S in total. Source: the Open Molecules 2025 dataset; level of theory: ωB97M-V/def2-TZVPD.

Results
- charge = -1
- Kohn-Sham gap (Ha) = 0.347
- M (g/mol) = 522.9

Geometry (Å):
O  2.11  3.50  -2.06
S  1.29  2.96  -3.12
O  -0.15  2.56  -2.49
C  -0.16  1.68  -1.37
Br  -1.29  2.38  0.03
C  -0.66  0.32  -1.80
C  0.03  -0.09  -3.10
C  1.54  0.13  -3.15
C  2.28  -0.42  -1.91
C  3.48  0.40  -1.41
C  3.81  0.00  0.02
Br  5.69  0.27  0.44
O  1.92  1.51  -3.46
H  0.84  1.65  -0.92
H  -0.50  -0.39  -0.99
H  -1.74  0.38  -1.97
H  -0.42  0.44  -3.94
H  -0.13  -1.15  -3.28
H  1.90  -0.40  -4.02
H  1.58  -0.57  -1.08
H  2.64  -1.41  -2.18
H  4.35  0.21  -2.05
H  3.27  1.46  -1.45
H  3.61  -1.06  0.21
H  3.26  0.59  0.74
B  -2.97  -1.15  3.41
O  -3.16  -2.19  4.43
C  -3.61  -1.65  5.56
O  -3.86  -2.22  6.57
C  -3.73  -0.12  5.31
O  -4.10  0.69  6.11
O  -3.35  0.11  4.06
O  -1.57  -1.11  2.93
C  -1.54  -1.32  1.63
O  -0.56  -1.36  0.93
C  -3.00  -1.52  1.15
O  -3.34  -1.72  0.02
O  -3.78  -1.41  2.20



(5)
A structure of composition C11H12CaCl2 in a non-equilibrium geometry. Source: the Open Molecules 2025 dataset; level of theory: ωB97M-V/def2-TZVPD.

Results
- charge = -2
- Kohn-Sham gap (Ha) = 0.179
- relative energy (zero: lowest compared OMol25 entry of this formula, charge and spin) (kJ/mol) = 0.0
- M (g/mol) = 255.2

Geometry (Å):
C  1.25  2.10  -0.19
C  -0.10  2.32  -0.54
C  -0.36  1.58  -1.72
H  -0.81  2.92  0.01
C  0.81  0.87  -2.06
C  1.80  1.21  -1.12
H  2.78  0.76  -1.05
H  1.73  2.45  0.70
H  -1.30  1.54  -2.24
H  0.92  0.16  -2.87
Ca  0.00  0.00  0.00
Cl  0.54  0.52  2.37
C  -1.36  -1.71  0.92
C  -1.25  -2.01  -0.46
C  -1.90  -0.99  -1.17
H  -0.68  -2.82  -0.88
C  -2.42  -0.06  -0.24
C  -2.10  -0.51  1.05
H  -2.28  0.01  1.97
H  -0.87  -2.24  1.71
H  -1.94  -0.90  -2.25
H  -2.93  0.86  -0.47
Cl  3.36  -0.97  1.03
C  1.79  -1.72  0.66
H  1.92  -2.42  -0.19
H  1.47  -2.29  1.55



(6)
A cluster of 5 separate species, C11H12Cl12FNO3 in total. Source: the Open Molecules 2025 dataset; level of theory: ωB97M-V/def2-TZVPD.

Results
- charge = 0
- Kohn-Sham gap (Ha) = 0.337
- SMILES = C[C@H](F)C1=C(CN)C(=O)OC1=O.ClC(Cl)Cl.ClC(Cl)Cl.ClC(Cl)Cl.ClC(Cl)Cl
- relative energy (zero: lowest compared OMol25 entry of this formula, charge and spin) (kJ/mol) = 0.0
- M (g/mol) = 650.7

Geometry (Å):
C  -1.74  1.89  -1.02
C  -1.91  0.41  -0.76
F  -2.43  0.25  0.52
C  -0.67  -0.44  -0.86
C  0.58  -0.27  -0.45
C  1.26  0.85  0.28
N  1.22  0.56  1.72
C  1.33  -1.51  -0.83
O  2.50  -1.68  -0.90
O  0.42  -2.47  -1.19
C  -0.77  -1.81  -1.45
O  -1.64  -2.31  -2.07
H  -1.14  2.09  -1.91
H  -2.72  2.34  -1.16
H  -1.31  2.37  -0.14
H  -2.64  -0.02  -1.45
H  2.28  0.94  -0.09
H  0.74  1.78  0.06
H  0.84  1.36  2.20
H  2.14  0.37  2.08
Cl  -1.72  -5.04  0.19
C  -2.06  -5.67  -1.41
Cl  -0.74  -6.70  -1.98
Cl  -3.59  -6.55  -1.44
H  -2.14  -4.83  -2.09
Cl  0.53  3.68  3.25
C  -1.02  3.41  4.06
Cl  -2.31  3.23  2.87
Cl  -0.93  2.01  5.12
H  -1.23  4.28  4.66
Cl  3.89  -4.95  1.92
C  3.74  -4.42  0.24
Cl  5.33  -4.27  -0.52
Cl  2.70  -5.51  -0.68
H  3.29  -3.44  0.23
Cl  1.32  6.52  -2.38
C  -0.03  6.10  -1.34
Cl  -1.49  5.78  -2.28
Cl  0.37  4.71  -0.32
H  -0.23  6.94  -0.68



(7)
The molecule C11H12N2O in a non-equilibrium geometry. Source: the Open Molecules 2025 dataset; level of theory: ωB97M-V/def2-TZVPD.

Results
- charge = 0
- Kohn-Sham gap (alpha / beta) (Ha) = 0.274 / 0.293
- relative energy (zero: lowest compared OMol25 entry of this formula, charge and spin) (kJ/mol) = 376.4
- spin multiplicity = 3
- M (g/mol) = 188.2

Geometry (Å):
C  0.80  1.61  -0.61
C  -1.54  -1.60  1.23
C  -0.42  -2.50  0.49
C  -0.45  -0.60  1.64
C  -1.73  -0.86  -0.16
C  0.64  -1.49  0.98
C  -0.58  -1.65  -0.80
C  -0.88  0.29  0.49
C  0.69  -0.78  -0.39
C  -0.90  2.89  0.39
C  2.45  0.23  -1.76
N  -0.45  1.58  0.07
N  1.35  0.35  -0.76
O  1.33  2.64  -0.88
H  -2.40  -2.10  1.68
H  -0.42  -3.55  0.78
H  -0.43  -0.33  2.80
H  -2.70  -0.55  -0.72
H  1.46  -1.75  1.68
H  -0.75  -2.16  -1.66
H  -1.55  2.84  1.15
H  -0.18  3.54  0.69
H  -1.53  3.42  -0.43
H  2.62  1.23  -1.98
H  3.30  -0.45  -1.25
H  2.26  -0.24  -2.67



(8)
The molecule C11H12N2O2 in a non-equilibrium geometry. Source: the Open Molecules 2025 dataset; level of theory: ωB97M-V/def2-TZVPD.

Results
- charge = 0
- Kohn-Sham gap (Ha) = 0.313
- SMILES = N[C@@H](Cc1c[nH]c2ccccc12)C(=O)O
- relative energy (zero: lowest compared OMol25 entry of this formula, charge and spin) (kJ/mol) = 269.7
- M (g/mol) = 204.2

Geometry (Å):
N  -0.44  2.59  -1.21
C  -0.39  1.46  -2.09
C  0.44  0.17  -1.66
C  0.09  -0.59  -0.40
C  -1.03  -1.34  -0.25
N  -1.25  -1.70  1.04
C  -0.14  -1.20  1.85
C  0.22  -0.94  3.21
C  1.51  -0.57  3.56
C  2.51  -0.54  2.51
C  2.18  -0.67  1.23
C  0.77  -0.72  0.97
C  -1.85  1.18  -2.59
O  -2.77  1.30  -1.84
O  -1.99  0.69  -3.82
H  -1.31  2.47  -0.68
H  0.38  2.70  -0.61
H  0.12  1.79  -3.03
H  0.40  -0.63  -2.55
H  1.46  0.43  -1.73
H  -1.76  -1.76  -1.02
H  -1.94  -2.35  1.28
H  -0.53  -1.34  3.99
H  1.67  -0.11  4.56
H  3.52  -0.17  2.77
H  3.03  -0.65  0.51
H  -2.91  0.49  -3.99